(1)
Computed, not measured: 2 unconnected molecules or ions with the total composition C3H7NO, with ωB97M-V/def2-TZVPD.

**Kohn-Sham gap (alpha / beta)**: 9.225 / 8.689 eV
**Maximum force**: 3.6 eV/Å
**Energy above the lowest of the compared OMol25 structures with the same formula, charge and spin**: 142.8 kcal per mole
**E_tot**: -248.29887 hartree

Geometry as XYZ:
```
12
Properties=species:S:1:pos:R:3:forces:R:3
C -0.971 0.826 -0.154 0.8327 0.5980 -1.4846
C -1.610 -0.494 -0.243 -1.3557 -0.2169 -0.6584
C -0.203 -0.466 0.430 -2.4864 1.1595 2.3452
N 2.780 0.115 0.043 -0.5863 1.0075 3.1653
O 0.639 -1.141 -0.166 2.1715 -0.9649 -1.0737
H -0.607 1.319 -1.134 -0.4004 -1.0129 1.8695
H -1.167 1.521 0.700 -0.1985 -0.7671 -1.0487
H -2.390 -0.757 0.422 -0.5374 0.1363 1.1533
H -1.811 -1.167 -1.106 1.0762 1.2267 0.0445
H -0.383 -0.462 1.559 0.8693 -0.1859 -1.1475
H 2.113 0.882 -0.083 0.2368 -0.2588 -0.5890
H 3.068 -0.279 -0.790 0.3782 -0.7216 -2.5759
```
Positions in Å, forces in eV/Å.

(2)
Computed, not measured: a molecular structure, C22H16N6O9RuS2, with ωB97M-V/def2-TZVPD.

**Charge**: -1
**Kohn-Sham gap (alpha / beta)**: 5.185 / 4.948 eV
**Maximum force**: 1.4 eV/Å
**Energy above the lowest of the compared OMol25 structures with the same formula, charge and spin**: 37.0 kcal per mole
**E_tot**: -2744.76865 hartree
**Multiplicity**: 2
**Expectation value of S²**: 1.200

Geometry as XYZ:
```
56
Properties=species:S:1:pos:R:3:forces:R:3
Ru 0.357 -0.918 0.196 0.7446 -0.9779 -0.3790
O 2.973 -3.936 0.987 0.1195 0.0992 -0.0140
C 2.364 -2.915 0.739 -0.3480 -0.2340 0.0993
N 1.013 -2.687 0.810 0.2110 -0.6855 0.1760
C 0.108 -3.599 1.295 0.5081 0.0710 -0.0457
O 0.321 -4.657 1.851 -0.1488 -0.0312 -0.0217
C -1.298 -3.125 1.035 -0.3976 0.0867 -0.0357
C -2.386 -3.889 1.425 0.1828 -0.0765 -0.0379
C -3.661 -3.451 1.120 -0.0366 0.1408 -0.0779
C -3.808 -2.256 0.428 -0.0255 -0.1781 0.0267
C -2.677 -1.533 0.100 -0.1313 0.0023 -0.0298
N -1.447 -1.946 0.405 -0.4600 0.0029 0.4972
C 3.086 -1.683 0.243 0.2268 0.1968 -0.0676
C 4.468 -1.644 0.182 -0.0582 -0.0613 -0.0289
C 5.089 -0.482 -0.242 -0.0080 0.1215 -0.0229
C 4.306 0.606 -0.598 -0.0055 -0.0816 -0.0102
C 2.929 0.498 -0.515 0.1897 0.0510 0.0321
N 2.333 -0.622 -0.104 0.5400 0.3414 0.0375
H -2.194 -4.811 1.956 0.0174 -0.0024 -0.0153
H -4.529 -4.028 1.413 0.0050 -0.0046 0.0068
H -4.786 -1.879 0.162 0.0182 0.0282 -0.0087
H -2.757 -0.577 -0.400 0.0769 0.0265 0.0366
H 5.025 -2.521 0.479 -0.0636 -0.0352 0.0215
H 6.169 -0.414 -0.279 -0.0031 -0.0337 -0.0135
H 4.746 1.540 -0.921 0.0087 -0.0082 0.0075
H 2.280 1.334 -0.737 -0.0822 -0.0079 0.0129
C 1.100 1.213 4.945 -0.0998 0.0377 -0.0387
C 0.515 0.816 3.607 0.5879 -0.4327 -0.0501
S 1.405 -0.339 2.735 -0.6034 0.0881 -0.4001
C -0.684 1.365 3.164 -0.6958 0.0435 -0.5554
C -1.419 2.400 3.983 0.2228 0.0099 0.1770
S -1.430 0.871 1.732 -0.2468 0.5300 0.6180
H 2.007 0.645 5.128 0.0247 0.0085 0.0467
H 0.391 1.012 5.753 0.0212 0.0422 0.0181
H 1.344 2.278 4.970 -0.0055 -0.0209 0.0180
H -0.783 2.868 4.736 -0.0880 0.0124 -0.0019
H -2.266 1.928 4.488 -0.0017 0.0415 0.0441
H -1.819 3.174 3.331 -0.0086 -0.0092 -0.0217
O -2.135 3.901 -5.827 0.0756 -0.0336 0.0276
N -2.003 2.695 -5.697 -0.2793 0.1225 -0.2396
O -2.318 1.884 -6.554 0.0754 0.0142 0.0709
C -1.466 2.203 -4.454 0.1446 -0.2916 0.1579
C -1.055 3.101 -3.474 0.2322 0.0830 0.2498
C -0.499 2.641 -2.308 -0.3962 -0.5371 -0.6905
C -0.399 1.219 -2.007 -0.0400 -0.2392 0.5497
O -0.111 0.805 -0.876 -0.0577 1.3076 -0.3423
C -0.785 0.348 -3.099 -0.1657 1.0656 -0.3014
C -1.325 0.839 -4.269 0.0362 -0.1240 -0.0158
N -0.655 -1.063 -2.989 -0.0599 -0.8185 0.0131
O -1.297 -1.770 -3.743 -0.0910 0.0544 -0.1685
O 0.123 -1.547 -2.169 0.2228 0.0649 0.5433
N -0.036 3.646 -1.377 0.3070 0.7528 0.1073
O 0.854 3.381 -0.598 0.0881 -0.4422 0.0495
O -0.511 4.768 -1.487 -0.2176 -0.0775 0.0499
H -1.144 4.165 -3.630 -0.0331 -0.0234 -0.0316
H -1.624 0.150 -5.044 -0.0285 0.0208 -0.0284
```
Positions in Å, forces in eV/Å.

- energy above the lowest of the compared OMol25 structures with the same formula, charge and spin of number 2 (C22H16N6O9RuS2)?
  37.0 kcal per mole